C19H28BrO2Pt as an isolated structure. Source: the Open Molecules 2025 dataset; level of theory: wB97M-V/def2-TZVPD.

Summary:
Energy relative to the best compared isomer or geometry (same formula, charge and spin) in kcal/mol: 4.3
Calculated total energy in Ha: -3584.0411
Highest occupied orbital energy (spin up / spin down) in eV: -11.350 / -11.987
Molecular weight in g/mol: 563.41
Expectation value of S²: 6.03

Geometry as ORCA input:
```
! wB97M-V def2-TZVPD RIJCOSX def2/J DEFGRID3
* xyz 1 5
O -1.15 1.14 -4.38
C 0.23 1.72 -4.48
C -0.30 3.07 -5.01
H 0.87 1.12 -5.18
H 0.72 1.97 -3.53
C -1.66 2.50 -4.47
H -0.16 3.11 -6.13
H 0.06 3.96 -4.51
C -2.93 2.48 -5.30
H -2.70 1.92 -6.21
H -3.36 3.46 -5.54
H -3.60 1.84 -4.72
C -1.88 3.05 -3.07
H -0.99 3.12 -2.43
H -2.60 2.44 -2.49
H -2.26 4.08 -3.03
Pt 1.18 -1.66 -0.90
C 1.49 0.86 0.96
C 2.33 -0.28 0.71
C 2.69 -0.22 -0.69
H 2.78 -0.90 1.46
C 1.92 0.90 -1.29
C 1.27 1.59 -0.24
H 0.69 2.53 -0.31
H 1.11 1.18 1.95
H 3.52 -0.72 -1.14
H 2.00 1.22 -2.33
C -0.74 -1.38 0.65
C -1.48 -0.32 0.03
C -1.77 -0.68 -1.30
H -1.82 0.58 0.57
C -1.11 -1.90 -1.58
C -0.69 -2.49 -0.28
H -0.44 -3.53 -0.11
H -0.44 -1.43 1.70
H -2.46 -0.14 -1.97
H -1.03 -2.34 -2.58
O 0.31 -1.85 -4.67
C -0.04 -1.40 -6.01
C 0.62 -2.26 -7.12
H 0.47 -0.41 -6.19
H -1.12 -1.22 -6.12
C 1.64 -3.14 -6.36
H 1.19 -1.56 -7.72
H 0.04 -2.85 -7.83
C 1.38 -2.79 -4.89
H 2.67 -2.90 -6.67
H 1.48 -4.22 -6.50
H 2.28 -2.36 -4.41
H 1.10 -3.72 -4.33
Br 1.73 -3.52 -2.33
*
```